Record 1
This record from OMol25 describes a 23-piece molecular cluster, C67H154F33N11O8P5 overall at a distorted geometry. The level of theory is the ωB97M-V functional and the def2-TZVPD basis.

Element x y z (Å)
C  -5.14693  5.99622  2.31699
C  -4.55365  4.96286  3.22560
O  -5.04143  4.55276  4.27628
N  -3.27725  4.41654  2.79304
H  -3.24083  3.45268  3.06151
H  -3.09029  4.52565  1.80906
C  -2.04938  5.04844  3.61583
H  -6.00086  6.37600  2.89165
H  -5.22369  5.62948  1.28433
H  -4.45150  6.82905  2.26145
H  -1.22659  4.89338  2.98288
H  -2.14122  4.54573  4.52283
H  -2.18549  6.11095  3.77025
C  5.07603  -2.29555  4.04360
C  4.01367  -2.40740  3.03052
O  4.04103  -3.06352  2.06332
N  2.93969  -1.45469  3.26498
H  2.46717  -1.65979  4.20673
H  3.33333  -0.48334  3.19853
C  1.92814  -1.58805  2.21805
H  5.06799  -3.10019  4.74023
H  4.94386  -1.42229  4.66097
H  6.10408  -2.32792  3.57574
H  2.47675  -1.75659  1.26916
H  1.41438  -0.63890  2.13437
H  1.26812  -2.39659  2.40749
C  0.72621  1.21915  8.30951
C  -0.05148  1.64416  7.15086
O  0.03094  2.77039  6.66311
N  -0.85259  0.76241  6.38332
H  -0.83969  1.04253  5.35719
H  -0.45082  -0.17994  6.43047
C  -2.24847  0.77446  6.96861
H  0.04291  0.88775  9.07384
H  1.16430  2.14162  8.66081
H  1.34630  0.32053  8.03063
H  -2.57066  1.76347  6.89375
H  -2.17041  0.45463  8.04122
H  -2.90644  0.09533  6.46906
C  4.07020  -4.88083  8.63119
C  -0.79360  -15.87992  14.55247
O  -0.51567  -15.15111  15.40946
N  0.51610  -12.68363  7.13425
H  -0.14872  -13.33639  6.78264
H  1.32320  -12.83146  6.56603
C  0.83335  -12.95702  8.61965
H  3.53160  -4.92048  7.78749
H  4.32682  -3.86767  8.97432
H  4.19312  -5.77284  9.13800
H  1.36995  -13.89074  8.96558
H  -0.10538  -12.70520  9.13255
H  1.46115  -12.15909  8.98792
C  1.24993  -6.88186  -7.04920
C  2.44909  -6.82728  -6.17951
O  2.81181  -7.63986  -5.41617
N  3.21829  -5.48769  -6.30860
H  2.47192  -4.77774  -5.95519
H  3.92328  -5.57089  -5.56196
C  3.79767  -5.11230  -7.61956
H  1.29949  -6.25907  -7.94051
H  0.42270  -6.38464  -6.47295
H  0.99495  -7.94435  -7.16501
H  3.00188  -5.23927  -8.33792
H  4.58952  -5.81683  -7.90470
H  4.17077  -4.13765  -7.59653
C  0.78233  3.13288  -1.30335
C  2.16761  2.49967  -1.59375
O  3.05292  3.01712  -2.13011
N  2.29462  1.00581  -1.19826
H  3.26592  0.94351  -0.78795
H  1.52317  0.79071  -0.50713
C  2.04623  0.01657  -2.29698
H  0.92356  4.20262  -1.40721
H  0.55339  2.94774  -0.28323
H  0.07664  2.71433  -1.97973
H  1.01359  0.11866  -2.61573
H  2.18679  -0.97948  -1.85076
H  2.74176  0.16151  -3.11052
C  -1.93233  12.39908  -4.51705
C  -2.94255  11.25403  -4.75372
C  -3.48996  10.57144  -3.46471
C  -4.52021  9.52464  -3.92543
N  -5.64087  9.28406  -2.91652
C  -6.71380  8.35033  -3.47252
C  -7.90687  8.54959  -2.53712
C  -7.81543  10.08429  -2.36463
C  -6.38393  10.53089  -2.59218
C  -5.01494  8.74537  -1.63945
H  -1.51510  12.38654  -3.51131
H  -2.44259  13.32348  -4.69779
H  -1.00361  12.34847  -5.08402
H  -2.44672  10.44658  -5.38960
H  -3.79978  11.59243  -5.39658
H  -3.91597  11.36524  -2.84945
H  -2.67669  10.01694  -2.93974
H  -4.02974  8.56971  -4.23249
H  -4.94103  9.97951  -4.82810
H  -6.19394  7.34369  -3.59984
H  -6.96816  8.63515  -4.52072
H  -7.70118  8.01599  -1.55980
H  -8.83590  8.27493  -3.03035
H  -8.26709  10.28706  -1.41118
H  -8.40050  10.65210  -3.12767
H  -5.92945  10.99469  -1.75355
H  -6.30380  11.16995  -3.47565
H  -4.27890  9.50615  -1.36480
H  -4.54566  7.80975  -1.78271
H  -5.76134  8.53535  -0.92110
C  -2.60342  -7.27169  -5.47793
C  -3.53028  -7.52890  -4.29368
C  -3.70133  -6.44747  -3.21762
C  -2.28223  -6.07108  -2.65140
N  -2.23871  -5.62014  -1.18154
C  -1.05302  -4.72336  -0.84943
C  -0.93955  -4.73432  0.74367
C  -1.61707  -6.04815  1.14951
C  -2.04737  -6.72892  -0.17963
C  -3.48315  -4.85335  -0.90287
H  -1.59188  -6.92805  -4.96166
H  -3.08368  -6.49000  -6.12645
H  -2.39046  -8.18626  -5.99343
H  -3.07596  -8.32957  -3.78563
H  -4.48692  -7.74636  -4.68685
H  -4.43046  -6.82992  -2.49982
H  -4.13797  -5.53523  -3.59253
H  -1.81305  -5.23268  -3.14954
H  -1.61831  -6.91494  -2.66771
H  -1.28182  -3.72751  -1.21474
H  -0.17464  -4.99365  -1.48103
H  -1.48081  -3.84998  1.22911
H  0.12288  -4.73257  1.11554
H  -2.47500  -5.88005  1.73535
H  -1.01398  -6.66054  1.75423
H  -3.01027  -7.28598  -0.06560
H  -1.31686  -7.43797  -0.60274
H  -3.46898  -4.14195  -0.06373
H  -4.33811  -5.48607  -0.60015
H  -3.66067  -4.38848  -1.85458
C  11.11630  4.47629  -1.27025
C  10.24811  3.25953  -1.07185
C  10.45135  2.72796  0.33019
C  9.62788  1.54135  0.60565
N  9.65018  0.87797  1.96541
C  11.08426  0.47395  2.39014
C  10.93998  -0.95205  2.92608
C  9.79017  -1.57766  2.10837
C  8.81675  -0.39515  1.90465
C  9.00752  1.83563  2.97810
H  10.95079  5.04750  -0.38215
H  10.82252  5.13589  -2.09500
H  12.19128  4.28471  -1.47115
H  10.38187  2.46575  -1.79098
H  9.16702  3.63411  -1.13383
H  10.25753  3.55639  1.02975
H  11.54155  2.55207  0.38077
H  9.74835  0.70539  -0.18443
H  8.63234  1.89891  0.50802
H  11.39590  1.19597  3.18790
H  11.76428  0.59129  1.52458
H  10.62806  -0.93765  3.95636
H  11.90470  -1.53583  2.81457
H  9.28669  -2.45950  2.45533
H  10.11583  -1.78361  1.09628
H  8.06481  -0.36288  2.69032
H  8.25951  -0.43883  0.99408
H  9.17513  1.42753  3.94463
H  7.98860  1.78825  2.77432
H  9.40178  2.87046  2.85302
C  -3.35608  -5.18382  12.82297
C  -3.94085  -5.36474  11.47452
C  -5.42823  -5.73911  11.47967
C  -5.87124  -5.83978  10.09126
N  -7.29102  -6.45076  9.82340
C  -7.38567  -6.52242  8.27548
C  -8.79897  -6.87879  8.02782
C  -9.61948  -6.17734  9.14781
C  -8.63114  -5.86093  10.25870
C  -7.22709  -7.84105  10.32380
H  -4.03528  -4.48485  13.32321
H  -2.35384  -4.66924  12.74692
H  -3.28510  -6.11690  13.45567
H  -3.41822  -6.13552  10.91062
H  -3.79449  -4.44671  10.81545
H  -5.95265  -4.99364  12.04674
H  -5.55959  -6.68475  11.93832
H  -5.14802  -6.54348  9.54884
H  -5.80483  -4.86848  9.57944
H  -6.56568  -7.14293  7.86227
H  -7.20128  -5.50958  8.03056
H  -8.86437  -7.91700  7.85371
H  -9.20719  -6.55673  7.02519
H  -10.34820  -6.87008  9.52312
H  -10.17085  -5.29172  8.76279
H  -8.79688  -6.37626  11.14647
H  -8.50774  -4.78978  10.40264
H  -6.26191  -8.22882  10.05082
H  -8.02845  -8.39313  9.78335
H  -7.52148  -7.86353  11.36483
C  3.79190  2.05099  -14.92888
C  2.98095  3.13174  -15.11485
C  3.55588  4.49676  -15.12375
C  3.16362  5.67368  -15.90830
N  4.27012  6.53372  -16.00490
C  3.87744  7.59699  -17.16820
C  5.24603  8.09796  -17.58657
C  6.02693  6.80330  -17.61997
C  5.58405  5.90233  -16.58047
C  4.55672  7.29054  -14.70070
H  4.32980  1.72292  -13.93812
H  1.31462  -0.43443  -14.29002
H  -0.91753  10.00116  -2.73493
H  -12.49423  15.33495  -9.88405
H  1.81092  3.20949  -15.50356
H  2.20514  -0.92780  -9.08297
H  4.59052  4.29239  -14.92817
H  2.22098  6.01913  -15.50275
H  2.85568  5.32606  -16.87035
H  3.23088  8.28661  -16.60981
H  3.40883  6.83116  -17.85911
H  5.78748  8.89786  -16.92703
H  5.19830  8.73336  -18.38779
H  7.02823  7.06606  -17.48768
H  5.85133  6.21192  -18.47211
H  6.35551  5.78923  -15.79640
H  5.21977  4.81271  -16.87485
H  5.44586  7.84850  -14.87666
H  4.99508  6.54303  -14.02947
H  3.71130  7.93010  -14.28858
C  -4.80910  -3.38946  2.20762
O  -5.43194  -2.08930  2.68461
O  -3.63842  -3.08542  1.61302
C  -4.70671  -4.27999  3.45415
F  -5.86750  -4.46282  4.09120
F  -4.19020  -5.51487  2.84518
F  -3.86644  -3.98658  4.32875
C  -4.90828  -0.91952  2.20897
C  -5.63658  0.19427  3.02729
H  -5.03616  1.07985  3.08712
H  -6.59625  0.48871  2.68008
H  -5.67904  -0.16949  4.02739
H  -5.09977  -0.82990  1.10533
H  -3.85028  -0.83189  2.35889
H  -5.49837  -3.96531  1.56807
P  0.60554  -3.40481  -4.31295
F  0.66186  -4.82626  -3.61726
F  2.30298  -3.55026  -4.67319
F  0.29764  -4.04539  -5.76920
F  0.62368  -1.97289  -5.10122
F  -0.98689  -3.31723  -3.98148
F  0.97199  -2.76925  -2.87858
P  -0.76665  1.43940  2.68460
F  -0.33974  0.64150  1.31379
F  -0.84727  0.05519  3.48460
F  0.77640  1.49604  3.16578
F  -1.20847  2.21114  4.09384
F  -0.61003  2.85052  1.91182
F  -2.32529  1.28259  2.36499
P  -2.24693  6.22833  -0.44093
F  -2.14350  7.78519  -0.80279
F  -0.69089  6.01721  -0.50463
F  -2.14237  6.57346  1.27290
F  -2.40229  4.64634  -0.04787
F  -3.97770  6.25589  -0.34417
F  -2.35502  5.88577  -1.97394
P  0.74991  -2.74278  6.05433
F  0.08160  -1.67784  5.10578
F  -0.59792  -3.52282  6.08676
F  1.34787  -3.34593  4.66420
F  1.47722  -3.90665  6.94559
F  2.14203  -1.82943  6.11243
F  0.42305  -1.88791  7.45826
P  5.11034  0.90865  1.37724
F  5.69204  -0.38058  2.06132
F  6.37473  0.82480  0.30196
F  4.21916  -0.02538  0.38818
F  4.66663  2.21409  0.53721
F  3.68242  0.96375  2.34755
F  5.79548  1.81347  2.45897

Forces on atoms 1 to 6 (eV/Å):
0.4 0.0 1.2
-2.1 -0.3 2.0
1.6 0.8 -2.5
1.7 1.0 1.5
0.0 -1.1 -0.1
0.2 0.1 -0.9

Its HOMO energy is -12.0 eV. Its total charge is +5. As for the HOMO-LUMO gap: 0.6 eV.

Löwdin population analysis, charges in e, atoms 1 to 8:
1 C 0.02
2 C -0.40
3 O 0.13
4 N 0.13
5 H 0.13
6 H 0.11
7 C 0.09
8 H 0.11

***

Record 2
This record from OMol25 describes a 2-piece molecular cluster, C8H11NO3 overall at a distorted geometry. The level of theory is the ωB97M-V functional and the def2-TZVPD basis.

Element x y z (Å)
C  -0.10343  2.16485  -0.84773
C  -0.97433  1.67118  0.37842
C  -1.51199  0.31443  0.03571
C  -2.53227  -0.32757  0.70007
C  -3.45920  -1.21737  0.06963
O  -3.28536  -1.82981  -0.98065
H  0.77283  2.73337  -0.55016
H  0.24098  1.32149  -1.46714
H  -0.72189  2.80259  -1.47246
H  -0.45700  1.69708  1.33975
H  -1.82203  2.36615  0.44540
H  -1.05695  -0.37150  -0.70293
H  -2.72094  -0.19731  1.79421
H  -4.36772  -1.42134  0.68655
N  1.15898  -0.08773  1.94507
C  1.91882  -0.10875  1.05257
C  2.80086  -0.23575  -0.12838
O  3.43263  0.67731  -0.61450
C  2.80586  -1.69100  -0.60834
O  1.99638  -2.51324  0.23801
H  2.38994  -1.73281  -1.62894
H  3.86956  -2.02900  -0.64425
H  1.62630  -1.98527  0.96011

Forces on atoms 1 to 6 (eV/Å):
-0.2 -0.4 0.7
0.6 0.1 -1.4
-1.3 -2.0 1.5
1.5 1.7 1.1
0.2 -2.8 -0.9
-0.4 0.9 0.8

The SMILES is CC/C=C/C=O.N#CC(=O)CO. The calculation puts the energy relative to the best compared isomer or geometry (same formula, charge and spin) at 369.6 kJ/mol. Its HOMO energy is -9.3 eV. Its total charge is 0. As for the HOMO-LUMO gap: 8.1 eV.

Löwdin population analysis, charges in e, atoms 1 to 8:
1 C -0.09
2 C -0.23
3 C -0.09
4 C -0.09
5 C -0.30
6 O 0.01
7 H 0.06
8 H 0.06